Entry from the Open Molecules 2025 dataset: a cluster of 13 separate species, C61H143N5O13S8 in total in a non-equilibrium geometry (ωB97M-V/def2-TZVPD).

The geometry in XYZ format:
```
230
Properties=species:S:1:pos:R:3:forces:R:3
C -5.62492 6.29812 3.13615 0.2 0.2 1.0
S -4.31058 6.76247 4.39205 1.4 0.3 -1.5
O -2.94187 6.78293 3.64035 -2.8 0.3 1.3
C -4.82755 8.50906 4.84483 0.4 0.0 -0.3
H -6.57668 6.19011 3.65632 -0.1 0.5 0.2
H -5.42639 5.27086 2.83050 0.6 0.2 -0.3
H -5.70460 7.01254 2.31679 0.2 -0.2 0.1
H -5.73660 8.53680 5.44563 -0.1 -0.5 -0.2
H -4.91195 9.22959 4.03131 -0.1 -0.5 -0.4
H -4.05046 8.94196 5.47479 0.3 -0.5 0.1
C -8.88569 0.12950 -1.48265 -0.6 0.8 -0.6
S -7.50261 -0.67693 -0.67595 1.1 3.1 0.0
O -7.02777 0.53995 0.14954 -0.3 -2.1 -0.6
C -6.40710 -0.61045 -2.17904 -0.5 -1.2 0.7
H -9.32566 -0.32584 -2.36989 0.1 -0.4 0.2
H -8.47154 1.08901 -1.79235 0.3 0.0 -0.1
H -9.65261 0.45424 -0.77947 0.0 -0.7 0.3
H -6.51929 0.33854 -2.70338 0.2 0.0 0.3
H -6.65881 -1.44891 -2.82847 -0.3 0.0 -0.2
H -5.41313 -0.85437 -1.80403 0.1 0.6 0.0
C 8.84912 3.00571 4.98109 0.2 0.2 -1.3
S 10.43361 2.60450 4.03246 -0.6 -1.9 1.1
O 10.63477 1.08970 4.10373 -0.5 2.1 -0.3
C 9.84314 3.01980 2.35938 -0.5 -0.5 0.8
H 8.75317 4.08982 5.04109 0.3 0.1 0.2
H 8.77433 2.55679 5.97154 0.5 -0.1 -0.3
H 8.02914 2.68534 4.33837 -0.1 -0.3 0.2
H 8.89636 2.55361 2.08662 0.0 -0.3 0.3
H 10.61862 2.57027 1.73918 0.1 0.7 -0.3
H 9.65611 4.09364 2.36102 0.7 0.1 -0.5
C 6.30140 -0.02098 -4.14146 0.7 0.5 -0.3
S 6.21893 -1.07892 -2.68983 0.2 -1.4 1.0
O 6.79409 -2.44254 -3.04035 -0.3 1.7 0.2
C 7.37677 -0.20481 -1.49313 -0.4 0.0 -0.4
H 5.32896 0.16594 -4.59700 -0.1 -0.3 0.4
H 6.93175 -0.50237 -4.88915 0.1 -0.1 0.2
H 6.73904 0.93920 -3.86829 0.0 0.0 0.0
H 8.39561 -0.09494 -1.86461 -0.1 -0.1 -0.2
H 7.38422 -0.70799 -0.52624 0.0 -0.7 -0.4
H 6.94573 0.76015 -1.22639 -0.1 0.2 -0.5
C 6.07185 9.11164 1.08823 1.0 -0.6 -1.4
S 5.97944 7.68609 -0.15499 0.2 1.2 -1.0
O 5.07196 8.05390 -1.31820 0.9 -0.1 1.5
C 7.74788 7.87212 -0.81029 -1.3 -0.7 0.3
H 5.08378 9.48461 1.35795 0.2 -0.2 0.0
H 6.71590 9.82461 0.57351 -0.6 0.5 -0.1
H 6.71952 8.80415 1.90925 -0.5 -0.4 0.3
H 7.67055 7.31207 -1.74220 0.1 -0.1 0.0
H 8.36654 7.32256 -0.10082 0.2 0.2 -0.1
H 8.10277 8.87666 -1.04052 -0.3 0.1 0.4
C 0.76659 10.42624 5.57638 1.2 0.4 0.2
S 2.38077 11.24899 4.97308 -0.5 0.1 1.6
O 2.62320 12.34796 6.02145 -0.2 -1.8 -1.6
C 3.59461 9.89459 5.44045 -0.3 0.6 0.3
H 0.91168 10.23217 6.63911 0.2 0.2 0.1
H 0.48711 9.47770 5.11783 0.2 0.2 -0.5
H 0.00767 11.20151 5.47097 0.1 -0.1 -0.2
H 3.39998 9.83422 6.51123 0.4 -0.2 0.0
H 4.59602 10.26758 5.22561 -0.1 0.5 0.3
H 3.59591 8.90425 4.98512 -0.9 0.1 -0.3
C 6.84189 6.03634 -6.42978 -0.9 -0.7 -1.0
S 5.15495 5.25928 -6.93832 1.3 -1.7 3.3
O 5.34808 3.75582 -6.80734 -0.1 1.5 -0.9
C 4.38609 5.70548 -5.32330 -0.9 0.6 -0.4
H 7.29998 6.13194 -7.41421 0.4 0.3 0.3
H 7.40831 5.31799 -5.83712 -0.4 -0.2 -0.1
H 6.76673 6.97777 -5.88557 -0.3 0.0 -0.3
H 4.78024 5.33624 -4.37651 1.1 0.0 -0.5
H 3.36475 5.33708 -5.22715 -0.2 0.1 -0.8
H 4.36763 6.79414 -5.37399 -0.1 0.1 0.5
C -0.88316 7.88590 -0.63362 1.9 -0.4 0.2
S -1.03124 9.55437 -1.29840 -1.8 0.1 2.4
O -2.10431 10.04805 -0.29537 1.6 0.3 -1.8
C 0.60316 10.29689 -0.81803 -0.5 -0.3 -0.8
H -1.62905 7.16250 -0.96292 0.0 0.5 -0.2
H -0.83971 7.92275 0.45489 -0.6 0.5 0.0
H 0.12644 7.53965 -0.85484 0.0 -0.4 -0.6
H 0.54034 11.32674 -1.16955 -0.5 0.3 0.8
H 1.41746 9.98322 -1.47120 -0.1 -0.9 0.1
H 0.81939 10.12528 0.23644 -0.1 0.3 -0.1
C -4.67206 -0.41499 -8.18584 2.1 0.5 -0.6
C -3.21560 -0.72585 -8.73139 0.5 -0.7 0.1
C -3.17117 -0.32919 -10.22325 0.2 0.7 -0.5
C -1.77708 -0.23434 -10.87852 -0.3 -0.6 2.0
C -0.90116 0.71826 -10.00435 -0.7 0.7 -1.8
C -0.82555 0.37803 -8.50272 -0.9 -0.8 -1.3
N -2.13650 -0.00072 -7.98054 -2.3 0.9 -1.8
O -2.15425 -0.30214 -6.61400 0.1 0.0 0.0
C 0.11113 -0.81158 -8.39526 1.3 0.0 2.1
C -0.36478 1.62474 -7.76115 1.8 0.3 0.1
C -2.98586 -2.23751 -8.66277 0.2 -0.9 -0.4
H -4.79528 -0.83549 -7.18779 -0.3 0.0 -0.2
H -5.37647 -0.77187 -8.93721 -0.1 -0.2 0.4
H -4.71592 0.67402 -8.17104 -0.4 0.1 0.3
H -3.81125 -0.99144 -10.80620 0.0 -0.3 0.2
H -3.62238 0.65075 -10.37895 -0.1 0.3 0.3
H -1.89310 -0.06759 -11.94942 0.3 0.7 0.1
H -1.30893 -1.21713 -10.82349 0.1 -0.2 0.0
H -1.16769 1.76990 -10.10988 -0.9 0.0 -0.1
H 0.05776 0.75695 -10.52114 0.6 -0.4 0.7
H -0.32644 -1.80888 -8.44050 -0.2 0.3 -0.6
H 1.04247 -0.73012 -8.95568 -0.2 0.0 -0.3
H 0.43356 -0.74021 -7.35649 0.3 -0.4 0.3
H 0.72353 1.61537 -7.82096 0.3 0.0 0.1
H -0.59129 2.58403 -8.22651 -0.7 -0.2 -0.2
H -0.56457 1.70697 -6.69278 -0.4 -0.5 -0.1
H -3.76776 -2.79818 -9.17499 -0.4 0.2 0.0
H -2.89074 -2.68820 -7.67488 -0.1 0.5 0.3
H -2.08840 -2.54548 -9.19925 0.2 0.2 0.0
H -2.65608 0.46152 -6.31975 0.0 -0.1 0.7
C -1.81306 -8.75090 -5.15837 0.4 0.6 2.2
C -0.63326 -7.84929 -4.64738 -0.7 -0.2 -0.5
C -0.16136 -7.19707 -5.94077 1.3 1.0 0.2
C 0.79644 -5.94642 -5.67504 -1.6 -1.2 -1.5
C 0.14197 -4.94291 -4.75080 1.3 -0.4 0.9
C -0.38421 -5.51419 -3.40304 0.5 -0.7 -1.4
N -1.12399 -6.78269 -3.69524 -0.3 -0.2 -1.4
O -1.82960 -7.31138 -2.57112 0.9 0.1 -0.2
C 0.84150 -5.77523 -2.49105 -0.2 0.4 0.2
C -1.37080 -4.46386 -2.91471 -0.6 -0.6 0.6
C 0.48439 -8.76362 -4.14076 0.4 0.1 2.0
H -2.60582 -8.12377 -5.56620 0.2 -0.2 -0.5
H -2.23701 -9.22553 -4.27344 -0.1 -0.4 -0.1
H -1.38399 -9.52297 -5.79705 -0.4 0.2 -0.3
H 0.37435 -7.99687 -6.45207 0.4 0.1 -0.1
H -1.02855 -7.05951 -6.58664 0.0 1.0 0.1
H 0.96648 -5.39199 -6.59798 0.1 -0.3 -0.3
H 1.78134 -6.32984 -5.40843 -0.1 0.2 0.6
H -0.54384 -4.28210 -5.28099 -0.5 -0.5 0.0
H 0.94816 -4.28479 -4.42670 0.0 0.4 0.0
H 0.53803 -6.28984 -1.57935 0.0 -0.2 -0.1
H 1.63544 -6.31704 -3.00504 -0.4 -0.4 -0.1
H 1.37700 -4.87690 -2.18388 -0.4 0.5 0.1
H -1.15229 -3.45033 -3.25104 0.6 0.0 0.5
H -2.34706 -4.64784 -3.36322 -0.1 -0.3 -0.1
H -1.49305 -4.57636 -1.83745 -0.1 0.5 0.1
H 0.28880 -9.09090 -3.11963 -0.4 0.1 0.3
H 1.41593 -8.21317 -4.00903 0.1 0.0 -0.4
H 0.70145 -9.72281 -4.61079 -0.3 0.3 -0.9
H -2.72617 -7.00472 -2.72514 -0.2 0.0 0.0
C -4.88147 -3.93157 2.47632 -0.8 -0.3 -0.9
C -5.05079 -5.48184 2.63889 -0.9 1.0 0.2
C -5.52341 -5.59227 4.11479 0.1 -1.6 0.9
C -6.12362 -6.97397 4.45482 -0.2 0.5 -0.8
C -7.21929 -7.34537 3.47988 -0.1 -1.1 0.3
C -6.85706 -7.23758 1.98602 1.9 -0.9 1.3
N -6.11477 -6.03060 1.72371 0.3 2.0 3.4
O -5.82064 -5.76656 0.41019 -0.1 0.0 -1.0
C -5.94271 -8.46895 1.60000 -0.2 -0.4 -1.4
C -8.12395 -7.18425 1.21822 -1.1 0.0 -1.7
C -3.70772 -6.18650 2.46008 0.1 0.0 0.7
H -4.66331 -3.61765 1.45556 0.9 -0.2 0.0
H -4.18457 -3.55063 3.22286 0.3 -0.1 -0.3
H -5.80123 -3.36573 2.62452 -0.4 -0.4 0.5
H -4.70581 -5.53079 4.83301 0.7 0.3 -0.5
H -6.16588 -4.79338 4.48506 -0.4 0.1 -0.7
H -6.50685 -7.00582 5.47473 0.1 0.1 0.0
H -5.36750 -7.75349 4.36135 0.3 0.1 0.2
H -8.19718 -6.95522 3.76207 0.1 0.7 -0.3
H -7.36214 -8.41929 3.59987 -0.2 -0.2 0.1
H -5.50319 -8.24569 0.62785 -0.1 0.2 -0.3
H -5.05772 -8.78954 2.14964 -0.2 0.8 0.9
H -6.44932 -9.41689 1.41873 -0.7 0.1 0.2
H -8.91195 -7.85651 1.55770 0.3 -0.4 0.0
H -8.59620 -6.20192 1.20773 0.3 0.3 0.5
H -7.92156 -7.34700 0.15962 -0.1 -0.4 -0.1
H -3.47815 -6.52311 1.44909 -0.2 0.1 0.0
H -3.72294 -7.01741 3.16538 0.3 -0.4 -0.4
H -2.90112 -5.53673 2.79963 0.1 0.1 -0.1
H -6.49176 -5.09558 0.26537 0.2 0.2 -0.8
C 2.85390 -3.10242 9.74714 1.0 0.0 -0.2
C 1.36839 -3.21216 9.86868 -2.1 0.0 -0.2
C 0.56746 -2.01281 9.20473 0.0 0.7 -0.3
C 0.30958 -1.98888 7.68526 0.4 -2.3 0.3
C -0.35372 -3.39427 7.32876 1.9 0.2 0.9
C 0.51544 -4.66427 7.88422 0.2 1.7 -1.3
N 0.80562 -4.46958 9.30522 -2.7 1.3 0.4
O 1.35206 -5.58742 9.86565 1.5 -1.3 0.4
C -0.33957 -5.93835 7.51057 1.1 1.1 1.4
C 1.87809 -4.68298 7.12688 -0.6 -0.9 -0.5
C 1.05970 -3.10006 11.38183 -0.7 0.3 0.6
H 3.33245 -4.04847 10.00033 -0.2 -0.3 -0.2
H 3.23348 -2.44357 10.52812 0.1 0.5 -0.4
H 3.17690 -2.81450 8.74670 0.2 0.2 0.1
H -0.43393 -1.83913 9.59862 0.0 -0.7 0.8
H 1.10366 -1.10280 9.47394 0.2 0.1 0.1
H 1.27434 -1.82332 7.20574 0.0 -0.3 -0.5
H -0.33162 -1.17562 7.34530 -0.1 0.0 0.4
H -0.45118 -3.48651 6.24706 0.0 -0.2 0.0
H -1.34476 -3.42842 7.78130 0.0 -0.1 0.0
H -1.28717 -5.92673 8.04911 -0.2 0.2 -0.2
H -0.46277 -5.90873 6.42796 -0.2 -0.2 0.2
H 0.18432 -6.83167 7.85061 0.1 -0.1 -0.4
H 2.70079 -5.11260 7.69844 -0.2 0.2 0.4
H 1.77610 -5.38406 6.29853 0.1 0.3 -0.5
H 2.15952 -3.69222 6.77007 0.0 -0.2 -0.1
H 0.07298 -3.44010 11.69624 -0.2 -0.3 -0.5
H 1.03360 -2.04967 11.67178 0.2 0.3 -0.3
H 1.75637 -3.52597 12.10388 0.4 -0.5 -0.5
H 0.68338 -6.00852 10.41074 -0.3 0.2 0.1
C -1.21767 2.54261 0.08020 0.7 -2.1 0.9
C 0.21653 2.08105 0.50959 0.1 0.0 0.3
C 1.12823 2.04356 -0.76511 0.5 -0.3 -0.4
C 2.61762 2.15469 -0.54507 0.2 -0.1 2.1
C 2.86273 3.32023 0.39413 0.9 0.9 -0.7
C 2.09006 3.31667 1.69982 0.1 0.7 1.8
N 0.65321 3.13589 1.46870 1.7 0.4 -2.4
O -0.09876 3.28755 2.61211 -0.3 -1.0 0.9
C 2.73719 2.28783 2.69487 -0.9 -0.2 0.3
C 2.28295 4.76043 2.29906 0.0 -0.3 0.8
C 0.29351 0.63328 1.11044 -1.3 0.3 -0.2
H -1.17798 3.60256 -0.17081 -0.3 -0.3 -0.2
H -1.89985 2.28379 0.88998 0.0 0.8 0.4
H -1.60781 1.83896 -0.65517 0.3 0.5 -0.8
H 1.07972 1.05790 -1.22794 -1.0 -0.1 -0.1
H 0.89856 2.77897 -1.53618 -0.6 0.2 0.2
H 3.22906 2.07186 -1.44362 -0.2 0.7 -0.2
H 2.98232 1.30392 0.03052 -0.2 -0.5 0.0
H 2.68454 4.29228 -0.06574 -0.3 0.0 -0.4
H 3.91571 3.38487 0.66825 0.2 -0.1 0.1
H 3.66418 2.58652 3.18432 0.3 0.3 -0.7
H 2.10890 2.10932 3.56750 -0.5 0.2 -0.1
H 2.84050 1.30401 2.23714 0.3 0.1 -0.1
H 1.93283 4.92541 3.31803 -0.1 -0.9 0.4
H 3.34888 4.97307 2.38079 0.1 0.2 -0.4
H 1.72869 5.57334 1.82994 0.3 -0.2 -1.0
H -0.27612 0.53173 2.03417 0.2 0.4 0.3
H 1.29067 0.22222 1.26792 0.0 0.4 -0.1
H -0.23442 -0.05245 0.44775 0.1 0.0 -0.3
H -0.51966 4.14871 2.55902 -0.1 0.2 -0.2
```
Positions in Å, forces in eV/Å.

## Properties
**E**: -6846.61303 a.u.
**Relative energy (zero: lowest compared OMol25 entry of this formula, charge and spin)**: 278.7 kJ/mol
**E_HOMO**: -7.865 eV
**HOMO-LUMO gap**: 7.53 eV